Entry 1:
ORCA calculation (the ωB97M-V functional and the def2-TZVPD basis) on C17H32AlCl5IN2NaO5 as an isolated structure.

Total charge: +1
Gap between HOMO and LUMO (spin up / spin down) in eV: 1.7 / 1.8
E_HOMO (spin up / spin down) in eV: -9.462 / -9.518
⟨S²⟩: 1.48
Spin multiplicity: 2
Energy in eV: -113075.7479

Positions of all 64 atoms, in Å:
C: 1.492297 -0.490974 2.091159
O: 0.243500 0.031944 1.593564
C: 0.325230 1.390657 1.272715
C: -0.502381 1.748431 -0.000078
I: -1.368310 3.760035 0.493529
C: -1.708086 0.807665 -0.256134
C: -1.551288 -0.248345 -1.364193
C: -1.194732 -1.670785 -0.739548
C: -2.992683 -0.401873 -1.987016
N: -0.695084 0.120435 -2.485247
O: -0.588867 -0.800042 -3.364256
C: 0.575966 0.752517 -2.116698
C: 1.228629 1.213190 -3.458707
C: 1.615140 -0.218654 -1.518929
C: 0.416004 2.008775 -1.223463
H: 1.675945 -0.224700 3.132688
H: 1.435114 -1.573028 1.969985
H: 2.282925 -0.158180 1.414721
H: -0.135049 1.944812 2.106102
H: 1.348700 1.770810 1.205434
H: -2.580987 1.423117 -0.483121
H: -1.965189 0.273093 0.651703
H: -0.345147 -2.127724 -1.233329
H: -2.027893 -2.371371 -0.860478
H: -0.999827 -1.570779 0.323246
H: -3.214499 0.530749 -2.514260
H: -3.728966 -0.511926 -1.189911
H: -3.040282 -1.200439 -2.742914
H: 2.042718 1.892240 -3.227778
H: 0.491627 1.758186 -4.048651
H: 1.593089 0.354537 -4.012590
H: 2.599748 0.243744 -1.467248
H: 1.307020 -0.648103 -0.566430
H: 1.716454 -1.055943 -2.211640
H: -0.170650 2.858319 -1.887208
H: 1.367089 2.414194 -0.925758
C: -0.738177 3.165486 -7.496824
C: -0.171157 4.127599 -6.457877
O: -0.798296 5.257511 -6.410920
O: 0.774858 3.786663 -5.785608
H: -1.586949 3.586959 -8.037875
H: 0.045736 2.925034 -8.211355
H: -1.061908 2.257669 -6.991895
Na: -3.076392 -2.880278 -2.647096
C: 3.296839 -4.471087 5.613051
C: 2.222415 -4.138199 4.606075
O: 2.093810 -4.753767 3.565664
N: 1.379882 -3.102483 4.899575
C: 1.376265 -2.254652 6.077323
H: 3.879826 -5.307730 5.240852
H: 3.962571 -3.618467 5.756120
H: 2.850002 -4.754775 6.566920
H: 0.687950 -2.938293 4.185314
H: 0.411990 -2.342464 6.581582
H: 1.517927 -1.213679 5.774861
H: 2.163855 -2.531193 6.769525
Al: -2.684622 4.599339 -1.628935
Cl: 0.769233 4.014489 -2.446886
C: -2.177177 0.580597 4.137535
Cl: -3.190199 -0.326679 5.249853
Cl: -3.155754 1.308901 2.849216
Cl: -1.257471 1.824334 4.987412
H: -1.475292 -0.103564 3.674870
Cl: -1.007042 -4.721857 -0.789735

Cartesian forces (eV/Å) of the 2 atoms listed first:
-0.24 -0.49 -0.79
0.43 0.05 -0.26

The computed natural (NBO) charges, all in e, follow: number 1, C, carries -0.262; number 2, O, carries -0.559; number 3, C, carries -0.136; number 4, C, carries 0.086; number 5, I, carries 0.052; number 6, C, carries -0.510; number 7, C, carries 0.107; number 8, C, carries -0.638; number 9, C, carries -0.585; number 10, N, carries -0.003; number 11, O, carries -0.364; number 12, C, carries 0.083; number 13, C, carries -0.591; number 14, C, carries -0.632; number 15, C, carries -0.401; number 16, H, carries 0.192; number 17, H, carries 0.231; number 18, H, carries 0.181; number 19, H, carries 0.190; number 20, H, carries 0.203; number 21, H, carries 0.211; number 22, H, carries 0.279; number 23, H, carries 0.273; number 24, H, carries 0.193; number 25, H, carries 0.242; number 26, H, carries 0.220; number 27, H, carries 0.230; number 28, H, carries 0.133; number 29, H, carries 0.221; number 30, H, carries 0.219; number 31, H, carries 0.243; number 32, H, carries 0.231; number 33, H, carries 0.223; number 34, H, carries 0.254; number 35, H, carries 0.251; number 36, H, carries 0.258; number 37, C, carries -0.684; number 38, C, carries 0.723; number 39, O, carries -0.420; number 40, O, carries -0.355; number 41, H, carries 0.255; number 42, H, carries 0.256; number 43, H, carries 0.239; number 44, Na, carries 0.955; number 45, C, carries -0.723; number 46, C, carries 0.674; number 47, O, carries -0.605; number 48, N, carries -0.632; number 49, C, carries -0.410; number 50, H, carries 0.252; number 51, H, carries 0.223; number 52, H, carries 0.229; number 53, H, carries 0.393; number 54, H, carries 0.200; number 55, H, carries 0.181; number 56, H, carries 0.220; number 57, Al, carries 0.798; number 58, Cl, carries -0.188; number 59, C, carries -0.289; number 60, Cl, carries 0.058; number 61, Cl, carries -0.016; number 62, Cl, carries 0.025; number 63, H, carries 0.234; number 64, Cl, carries -0.915

Entry 2:
ORCA calculation (the ωB97M-V functional and the def2-TZVPD basis) on a 2-piece molecular cluster, C2H8N2O overall.

Gap between HOMO and LUMO in eV: 9.5
E_HOMO in eV: -8.491
SMILES string: N/C=C/N.O
Energy in eV: -7230.7155

Positions of all 13 atoms, in Å:
N: -0.975310 1.385840 0.490969
C: -0.149934 0.875485 -0.495353
C: 0.074692 -0.394023 -0.818012
N: 1.029814 -0.711207 -1.851193
H: -1.601372 0.719964 0.913650
H: -1.391288 2.280013 0.289116
H: 0.417551 1.574546 -1.087304
H: -0.438743 -1.255303 -0.382096
H: 0.621475 -1.323420 -2.550635
H: 1.807542 -1.223599 -1.449447
O: 0.231477 -0.973897 2.543581
H: 0.356385 -0.048611 2.795859
H: 0.017717 -0.905783 1.600867

Cartesian forces (eV/Å) of the 2 atoms listed first:
0.20 -0.06 0.15
0.05 -0.27 -0.43

The computed natural (NBO) charges, all in e, follow: number 1, N, carries -0.823; number 2, C, carries -0.006; number 3, C, carries -0.163; number 4, N, carries -0.843; number 5, H, carries 0.378; number 6, H, carries 0.386; number 7, H, carries 0.205; number 8, H, carries 0.156; number 9, H, carries 0.357; number 10, H, carries 0.357; number 11, O, carries -0.941; number 12, H, carries 0.471; number 13, H, carries 0.466

Entry 3:
ORCA calculation (the ωB97M-V functional and the def2-TZVPD basis) on C11H19EuIN4 as an isolated structure.

Total charge: +3
Gap between HOMO and LUMO (spin up / spin down) in eV: 7.0 / 4.6
E_HOMO (spin up / spin down) in eV: -18.552 / -18.554
⟨S²⟩: 12.01
Spin multiplicity: 7
Energy in eV: -45061.8136

Positions of all 36 atoms, in Å:
C: -0.488637 0.384720 2.037767
C: -1.166673 0.759575 0.592197
C: -1.532972 2.392558 0.711975
N: -1.817985 3.657322 0.820667
C: -2.626756 0.030338 0.477159
C: -2.622300 -1.572915 0.201594
N: -1.870253 -2.421073 1.198791
C: -0.194099 0.641619 -0.707643
C: -1.196072 0.845138 -2.034855
N: -1.990509 1.114358 -3.050854
C: 0.911084 1.883330 -0.853010
N: 1.684328 2.167299 0.411508
C: 0.566329 -0.776048 -0.950781
C: 1.802107 -1.129213 0.058947
C: 3.201169 -1.393326 -0.819204
I: 5.006602 -1.309010 0.430415
H: -1.379573 0.404885 2.832206
H: -0.058286 -0.722120 2.099945
H: 0.295130 1.172407 2.429119
H: -3.365321 0.540170 -0.310741
H: -3.165046 0.196586 1.529986
H: -2.302418 -1.751162 -0.929471
H: -3.759346 -1.934264 0.250898
H: -1.256347 -3.140808 0.739503
H: -2.558106 -2.933731 1.792369
H: 1.689653 1.564594 -1.675305
H: 0.381549 2.859909 -1.264271
H: 2.575701 2.651760 0.089084
H: 1.198444 2.906014 1.003715
H: -0.124483 -1.728314 -0.998338
H: 1.053180 -0.704477 -2.040444
H: 1.955370 -0.396597 0.955498
H: 1.562238 -2.193058 0.545239
H: 3.105292 -2.522758 -1.188179
H: 3.246353 -0.742696 -1.792809
Eu: 3.240654 1.198987 -2.592680

Cartesian forces (eV/Å) of the 2 atoms listed first:
-0.87 -0.24 1.06
-0.22 1.89 1.01

The computed natural (NBO) charges, all in e, follow: number 1, C, carries -0.659; number 2, C, carries -0.104; number 3, C, carries 0.180; number 4, N, carries -0.177; number 5, C, carries -0.427; number 6, C, carries -0.322; number 7, N, carries -0.308; number 8, C, carries -0.085; number 9, C, carries 0.156; number 10, N, carries -0.172; number 11, C, carries -0.116; number 12, N, carries -0.856; number 13, C, carries -0.416; number 14, C, carries -0.484; number 15, C, carries -0.565; number 16, I, carries 0.303; number 17, H, carries 0.272; number 18, H, carries 0.227; number 19, H, carries 0.287; number 20, H, carries 0.321; number 21, H, carries 0.284; number 22, H, carries 0.275; number 23, H, carries 0.334; number 24, H, carries 0.424; number 25, H, carries 0.444; number 26, H, carries -0.059; number 27, H, carries 0.291; number 28, H, carries 0.357; number 29, H, carries 0.439; number 30, H, carries 0.252; number 31, H, carries 0.174; number 32, H, carries 0.284; number 33, H, carries 0.256; number 34, H, carries 0.300; number 35, H, carries -0.005; number 36, Eu, carries 1.893